{
  "formula": "C38H106N8O11",
  "method": "ωB97M-V/def2-TZVPD",
  "spin_multiplicity": 1,
  "orbital_gap_ha": 0.347,
  "e_homo_ev": -8.95,
  "largest_force_ev_per_a": 2.09,
  "de_lowest_ev": 2.578,
  "mol_weight_g_mol": 851.311,
  "lumo_energy_ev": 0.5,
  "total_charge": 0,
  "elements": ["C", "C", "O", "H", "H", "H", "H", "H", "H", "C", "C", "O", "H", "H", "H", "H", "H", "H", "C", "C", "O", "H", "H", "H", "H", "H", "H", "C", "C", "C", "O", "C", "N", "H", "H", "H", "H", "H", "H", "H", "H", "H", "H", "H", "C", "C", "C", "O", "C", "N", "H", "H", "H", "H", "H", "H", "H", "H", "H", "H", "H", "C", "C", "C", "O", "C", "N", "H", "H", "H", "H", "H", "H", "H", "H", "H", "H", "H", "C", "C", "C", "O", "C", "N", "H", "H", "H", "H", "H", "H", "H", "H", "H", "H", "H", "C", "C", "C", "O", "C", "N", "H", "H", "H", "H", "H", "H", "H", "H", "H", "H", "H", "C", "C", "C", "O", "C", "N", "H", "H", "H", "H", "H", "H", "H", "H", "H", "H", "H", "C", "C", "C", "O", "C", "N", "H", "H", "H", "H", "H", "H", "H", "H", "H", "H", "H", "C", "C", "C", "O", "C", "N", "H", "H", "H", "H", "H", "H", "H", "H", "H", "H", "H"],
  "coordinates": [[1.00065, -4.47122, 3.48771], [0.60184, -5.68586, 4.28999], [1.09618, -6.80813, 3.54382], [0.41654, -4.41468, 2.56284], [2.04060, -4.40585, 3.16770], [0.76488, -3.53563, 4.00715], [-0.48526, -5.77945, 4.25577], [0.98841, -5.60838, 5.30723], [1.49414, -7.48113, 4.09970], [-0.12313, -0.42191, 0.03910], [-0.80177, -1.65059, 0.62547], [-1.76523, -2.10351, -0.31426], [-0.90045, 0.24556, -0.32853], [0.54760, -0.74897, -0.76183], [0.54935, 0.08135, 0.73832], [-1.32205, -1.34083, 1.54056], [-0.07320, -2.41694, 0.89227], [-2.56197, -1.54091, -0.31069], [-3.51496, -2.38040, 3.14766], [-2.58360, -3.00125, 4.18468], [-2.85165, -4.37312, 4.44438], [-3.42032, -2.96494, 2.22744], [-3.15399, -1.38065, 2.89624], [-4.51867, -2.35280, 3.56375], [-2.77737, -2.49155, 5.13096], [-1.53429, -2.85653, 3.90683], [-2.79677, -4.81464, 3.58664], [-3.71418, 1.86453, -1.53743], [-3.96733, 0.41783, -1.99786], [-2.80014, -0.04884, -2.87961], [-2.82417, 0.59453, -4.13817], [-3.71168, 0.04023, -5.06761], [-4.09878, -0.42860, -0.81267], [-2.67406, 1.93857, -1.21827], [-4.40627, 2.16004, -0.74941], [-3.86337, 2.57178, -2.35386], [-4.83117, 0.38808, -2.66928], [-2.84513, -1.13180, -3.06695], [-1.84475, 0.06793, -2.36567], [-3.64260, 0.58062, -6.01444], [-4.75552, 0.22141, -4.78318], [-3.52441, -1.01273, -5.29436], [-4.48542, -1.34517, -1.04661], [-4.87149, -0.03639, -0.27536], [3.12239, -0.20762, -0.89498], [4.52063, 0.13140, -1.37979], [5.25363, -1.11546, -1.87080], [5.42974, -1.99255, -0.76770], [6.08312, -3.18346, -1.13256], [4.36588, 1.10432, -2.48541], [3.14627, -0.83885, -0.00506], [2.50261, -0.78959, -1.58571], [2.56037, 0.70186, -0.68914], [5.11546, 0.56469, -0.57546], [6.24076, -0.90244, -2.30649], [4.69258, -1.63119, -2.66441], [5.50810, -3.69589, -1.91944], [5.98856, -3.87321, -0.29409], [7.11029, -3.07906, -1.48601], [5.31750, 1.28175, -2.80555], [3.89772, 0.64550, -3.26552], [0.17663, 2.41487, -2.29902], [1.26283, 3.45629, -2.53028], [0.72170, 4.87209, -2.57449], [0.04772, 5.08016, -3.80034], [-0.36740, 6.41484, -3.96936], [2.23963, 3.35104, -1.44797], [0.61035, 1.41636, -2.17288], [-0.59259, 2.41773, -3.07143], [-0.33168, 2.48885, -1.32809], [1.64435, 3.19750, -3.52732], [1.55030, 5.58259, -2.45106], [0.01425, 5.06502, -1.75824], [-0.70176, 6.84293, -3.01875], [-1.16355, 6.44169, -4.70908], [0.44850, 7.05523, -4.32448], [2.95785, 4.07017, -1.53012], [2.78313, 2.50320, -1.62427], [2.73814, 2.85086, 5.88529], [3.15475, 1.37931, 5.90115], [2.70371, 0.58282, 4.68623], [1.34363, 0.22780, 4.87055], [0.79021, -0.44316, 3.76821], [4.62530, 1.34341, 6.00527], [1.64923, 2.93482, 5.86922], [3.14292, 3.40341, 5.03317], [3.10672, 3.38428, 6.76093], [2.73244, 0.90876, 6.79134], [3.29881, -0.33128, 4.56178], [2.80889, 1.18267, 3.77175], [0.65557, 0.23647, 2.92050], [-0.20411, -0.81230, 4.02555], [1.38655, -1.32356, 3.50424], [4.99121, 1.49415, 5.06604], [4.92296, 0.40516, 6.25701], [0.35770, 3.55273, 1.85451], [1.32761, 4.72094, 1.70020], [1.39230, 5.64741, 2.90863], [0.10669, 6.20048, 3.09247], [0.06115, 7.22362, 4.04773], [2.65645, 4.18808, 1.39083], [-0.67408, 3.89515, 1.95334], [0.57219, 3.04064, 2.79632], [0.40911, 2.81925, 1.05029], [0.92526, 5.36718, 0.90477], [2.14237, 6.40710, 2.66308], [1.64190, 5.07030, 3.80592], [0.71557, 8.07528, 3.83334], [0.26212, 6.81355, 5.04489], [-0.95101, 7.63082, 4.07510], [3.22346, 5.01117, 1.18564], [2.59747, 3.68138, 0.50038], [-5.91294, -0.89705, 3.54317], [-6.21872, 0.06655, 2.42049], [-4.97994, 0.31833, 1.55999], [-4.00209, 0.89818, 2.39227], [-2.89851, 1.40574, 1.68879], [-7.37082, -0.44875, 1.65044], [-5.73524, -1.92221, 3.20666], [-6.75146, -1.02684, 4.23376], [-5.05269, -0.54990, 4.11767], [-6.51759, 1.03414, 2.84684], [-5.19438, 1.05201, 0.77271], [-4.63062, -0.65873, 1.19678], [-2.40886, 2.22134, 2.21977], [-3.16131, 1.79166, 0.69880], [-2.13185, 0.63307, 1.56201], [-8.19362, -0.23930, 2.21020], [-7.48847, 0.19388, 0.86277], [-1.97694, -4.73000, -3.25954], [-1.27263, -5.27508, -2.03411], [0.08784, -4.65657, -1.82383], [0.70837, -5.17863, -0.64532], [1.99006, -4.64973, -0.45263], [-2.12246, -5.06804, -0.82371], [-1.45365, -4.95988, -4.19144], [-2.10801, -3.64405, -3.21650], [-2.97661, -5.15886, -3.32718], [-1.16867, -6.35309, -2.19551], [0.01396, -3.56817, -1.69056], [0.79913, -4.76987, -2.65310], [1.93445, -3.55825, -0.35867], [2.72937, -4.88116, -1.22366], [2.34207, -5.00698, 0.51448], [-2.03981, -4.06858, -0.61181], [-1.49186, -5.53584, -0.16576], [0.58271, -1.29677, -4.00701], [0.86183, -0.06209, -4.88382], [2.02962, -0.30563, -5.82637], [3.22320, -0.35852, -5.08256], [4.40110, -0.59562, -5.81901], [-0.34579, 0.23454, -5.62913], [1.47396, -1.47189, -3.39333], [0.46074, -2.18578, -4.62379], [-0.22264, -1.13261, -3.29560], [1.17406, 0.76215, -4.22901], [2.09057, 0.49193, -6.57948], [1.89183, -1.23154, -6.40093], [4.35496, -1.53401, -6.37333], [5.20835, -0.62686, -5.08695], [4.64322, 0.25045, -6.46976], [-0.24044, 1.09595, -6.16441], [-1.15690, 0.45842, -5.04029]],
  "forces_ev_per_a": [[-0.54, 1.18, -0.46], [0.28, -0.15, -1.09], [0.28, -0.24, 0.12], [0.00, -0.23, -0.02], [0.15, -0.39, 0.38], [0.03, -0.16, 0.19], [0.01, 0.23, 0.63], [-0.07, -0.34, 0.02], [-0.12, 0.10, 0.22], [0.76, -0.57, 0.02], [-0.57, 1.35, 0.17], [0.16, -0.84, -0.08], [0.21, 0.21, -0.05], [-0.44, 0.17, -0.27], [-0.31, 0.13, 0.17], [0.13, -0.28, 0.14], [-0.24, -0.32, -0.29], [0.33, 0.29, 0.22], [1.37, -1.04, 0.28], [-0.20, 0.49, 0.26], [0.03, 0.02, -0.49], [-0.41, -0.08, -0.10], [-0.30, 0.16, 0.23], [1.49, -0.66, -0.44], [0.32, -0.03, 0.08], [0.04, -0.03, 0.05], [-0.09, -0.15, 0.18], [-0.20, -0.29, -0.77], [0.73, 0.35, -0.69], [-0.57, -0.99, 0.05], [0.62, 0.56, 0.27], [-0.86, 0.34, -0.67], [-0.78, -0.29, -0.96], [-0.12, 0.20, 0.20], [0.13, 0.04, -0.03], [0.10, -0.12, -0.12], [-0.32, 0.00, 0.32], [-0.28, -0.08, 0.19], [0.09, 0.59, -0.24], [0.51, 0.08, 0.12], [0.02, -0.45, 0.24], [0.02, -0.07, 0.33], [0.28, -0.07, -0.42], [0.82, -0.30, -0.83], [-0.23, -0.41, 0.59], [-0.62, -0.46, -1.06], [0.16, -0.48, 0.40], [0.27, 0.16, -0.16], [-1.13, -0.79, -0.14], [0.87, -0.18, 0.36], [0.10, 0.22, 0.20], [0.47, 0.15, -0.47], [0.07, 0.01, 0.25], [-0.11, 0.20, 0.02], [0.01, 0.38, 0.07], [-0.26, 0.11, 0.04], [0.13, 0.18, -0.24], [0.49, 0.21, 0.21], [0.12, 0.27, 0.22], [-0.23, 0.37, -0.22], [-0.12, -0.03, 0.00], [-0.38, -0.50, 0.91], [-0.68, -0.34, 0.12], [-0.18, 0.13, -0.15], [0.07, -0.12, -0.07], [0.23, 0.18, 0.13], [0.56, -0.29, -0.44], [0.15, 0.00, -0.62], [0.14, -0.08, -0.16], [0.04, 0.73, -0.04], [0.44, 0.38, 0.03], [0.07, 0.06, -0.15], [0.09, -0.14, 0.20], [-0.27, -0.03, -0.04], [-0.09, -0.05, 0.06], [0.11, -0.09, -0.03], [-0.24, 0.13, -0.19], [-0.04, 0.02, 0.10], [-0.39, -0.01, -0.07], [0.74, 0.42, 0.05], [-0.77, 0.07, -0.01], [-0.18, 0.02, 0.12], [-0.25, -0.05, 0.04], [-0.02, -0.23, -0.15], [0.00, 0.04, -0.09], [-0.01, -0.29, -0.21], [0.00, -0.27, 0.18], [0.04, -0.05, -0.01], [0.10, 0.01, 0.11], [0.10, 0.06, -0.05], [0.27, -0.08, -0.15], [0.02, 0.12, 0.27], [0.14, 0.12, -0.26], [0.16, 0.14, 0.18], [0.01, 0.05, 0.01], [-0.25, 0.15, 0.89], [-0.59, -0.42, -0.56], [-0.43, -0.84, -0.17], [-0.01, 0.40, -0.53], [-0.44, 0.04, 0.47], [0.12, 0.65, 0.01], [0.03, 0.14, -0.17], [0.15, -0.20, 0.00], [0.19, 0.17, -0.17], [0.12, -0.07, -0.23], [0.04, 0.20, 0.42], [0.45, 0.14, 0.04], [0.30, -0.22, -0.07], [0.24, 0.19, 0.03], [-0.05, -0.19, -0.13], [0.31, -0.30, 0.07], [-0.21, 0.14, 0.44], [-0.86, -0.03, 0.64], [-0.48, 0.37, 0.44], [-0.61, -0.33, 1.97], [-0.23, 0.37, 0.35], [0.80, 0.01, -0.39], [0.32, 0.68, -0.60], [-0.87, 0.95, -0.51], [-0.16, 0.49, -0.02], [-0.16, -0.05, -0.03], [0.38, 0.04, 0.17], [-0.29, -0.18, 0.08], [-0.14, 0.39, 0.24], [-0.32, -0.02, 0.41], [-0.01, -0.20, 0.47], [-0.08, -0.04, -0.13], [-0.01, -0.38, 0.05], [-0.06, -0.30, -0.07], [-0.13, 0.31, -0.35], [-0.71, 0.10, -0.10], [1.05, 0.53, 0.21], [-0.26, -0.38, -0.55], [-0.07, 0.53, 0.83], [1.34, -0.56, -0.53], [0.09, 0.00, 0.08], [0.12, 0.02, 0.12], [0.02, -0.09, 0.06], [0.11, 0.01, 0.25], [-0.37, 0.11, -0.02], [-0.26, -0.37, -0.27], [0.06, 0.18, -0.16], [-0.18, -0.25, -0.23], [0.09, -0.21, -0.09], [-0.16, -0.21, 0.13], [-0.74, 0.28, 0.66], [1.29, 0.45, 0.13], [-0.32, -0.45, 0.64], [-0.12, -0.06, -0.65], [0.09, -0.04, 0.50], [0.03, 0.42, 0.35], [-0.43, 0.78, -0.66], [-0.03, -0.09, -0.05], [-0.44, 0.01, 0.00], [-0.32, -0.10, -0.23], [0.00, 0.02, 0.04], [-0.03, 0.18, 0.09], [-0.08, -0.12, 0.14], [0.01, -0.01, -0.12], [0.02, -0.28, 0.00], [-0.21, -0.10, -0.32], [0.27, -0.21, -0.12], [0.58, -0.49, 0.14]],
  "lowdin_charge": [-0.10, -0.29, -0.09, 0.06, 0.08, 0.05, 0.10, 0.12, 0.07, -0.08, -0.28, -0.12, 0.05, 0.05, 0.06, 0.08, 0.11, 0.04, -0.09, -0.30, -0.07, 0.09, 0.07, 0.02, 0.12, 0.08, 0.08, -0.04, -0.37, -0.20, -0.22, -0.11, 0.03, 0.06, 0.07, 0.09, 0.13, 0.12, 0.10, 0.09, 0.08, 0.10, 0.12, 0.02, -0.06, -0.39, -0.22, -0.19, -0.12, 0.05, 0.08, 0.06, 0.05, 0.14, 0.12, 0.12, 0.08, 0.09, 0.09, 0.08, 0.05, -0.06, -0.41, -0.21, -0.18, -0.11, 0.04, 0.06, 0.08, 0.06, 0.14, 0.13, 0.13, 0.09, 0.09, 0.09, 0.09, 0.03, -0.07, -0.43, -0.21, -0.18, -0.11, 0.02, 0.08, 0.07, 0.07, 0.14, 0.12, 0.13, 0.07, 0.08, 0.08, 0.07, 0.07, -0.05, -0.45, -0.21, -0.19, -0.12, 0.03, 0.07, 0.07, 0.06, 0.13, 0.13, 0.12, 0.09, 0.09, 0.09, 0.07, 0.02, -0.08, -0.40, -0.24, -0.16, -0.08, 0.03, 0.06, 0.09, 0.09, 0.14, 0.11, 0.11, 0.09, 0.05, 0.07, 0.07, 0.07, -0.07, -0.43, -0.21, -0.19, -0.12, 0.05, 0.08, 0.06, 0.08, 0.14, 0.11, 0.13, 0.08, 0.09, 0.08, 0.03, 0.06, -0.04, -0.43, -0.20, -0.23, -0.10, 0.06, 0.06, 0.09, 0.05, 0.11, 0.13, 0.13, 0.09, 0.08, 0.09, 0.08, 0.04]
}